{"formula": "C55H64ClN2O6S", "method": "ωB97M-V/def2-TZVPD", "gap_ha": 0.234, "lumo_ev": -4.043, "energy_ev": -96682.376, "max_force_ev_per_a": 7.01, "total_charge": 1, "species": ["C", "C", "C", "C", "C", "C", "C", "C", "C", "C", "C", "C", "C", "C", "C", "C", "S", "O", "O", "Cl", "C", "C", "C", "C", "C", "C", "N", "C", "C", "C", "C", "C", "N", "H", "H", "H", "H", "H", "H", "H", "H", "H", "H", "H", "H", "H", "H", "H", "H", "H", "H", "H", "H", "H", "H", "H", "H", "H", "H", "H", "H", "H", "H", "H", "H", "H", "H", "H", "H", "H", "H", "H", "H", "H", "H", "H", "H", "H", "H", "H", "H", "C", "C", "C", "C", "C", "C", "C", "O", "C", "C", "C", "C", "C", "C", "C", "O", "H", "H", "H", "H", "H", "H", "H", "H", "C", "C", "C", "C", "C", "C", "C", "O", "C", "C", "C", "C", "C", "C", "C", "O", "H", "H", "H", "H", "H", "H", "H", "H"], "xyz": [[3.82050, -0.61601, -0.41380], [5.32958, -0.56613, -0.99138], [5.95495, 0.91917, -0.74565], [6.23286, 1.71515, -2.11137], [4.84905, 1.93075, -2.90647], [4.96785, 1.13735, -4.32155], [3.49125, 0.70640, -4.78003], [3.10281, -0.81643, -4.34343], [1.51623, -0.82618, -4.13058], [0.85373, -2.27810, -4.00829], [-0.73636, -2.20094, -4.37193], [-1.46895, -0.91975, -3.69428], [-1.55227, 0.42518, -4.56760], [-0.70256, 1.66897, -4.00449], [-1.44449, 3.09413, -4.19962], [-0.70724, 3.96473, -5.32818], [-0.99631, 5.77063, -4.99813], [-0.77900, 6.13742, -3.54028], [-0.06790, 6.61521, -5.84573], [-2.96708, 6.28989, -5.45468], [-3.01066, -1.46637, -3.63050], [-3.41805, -1.56646, -2.07914], [-4.89671, -1.16704, -1.60969], [-4.94845, 0.11585, -0.63493], [-6.43192, 0.47220, -0.13838], [-7.41126, 0.99026, -1.30741], [-6.62161, 1.92753, -2.16339], [-6.21140, 3.24155, -1.72649], [-5.39425, 3.74130, -2.96353], [-5.44580, 2.62365, -4.05227], [-6.24825, 1.43793, -3.46802], [-2.14675, -1.01867, -1.29048], [-1.23352, -0.75286, -2.21154], [3.18087, 0.27980, -0.72235], [3.91349, -0.61265, 0.72987], [3.24195, -1.55875, -0.69711], [5.40840, -0.75895, -2.11294], [5.94269, -1.37777, -0.45425], [5.19444, 1.50797, -0.11173], [6.94724, 0.75109, -0.20293], [7.00011, 1.19747, -2.78367], [6.67155, 2.74034, -1.83104], [4.72673, 3.06524, -3.08138], [3.94697, 1.60759, -2.28853], [5.31954, 1.93544, -5.07844], [5.72595, 0.28905, -4.29996], [3.25630, 0.88533, -5.88102], [2.75729, 1.37382, -4.18211], [3.48292, -1.56575, -5.11155], [3.60959, -1.02477, -3.33201], [1.27573, -0.13035, -3.25933], [1.05501, -0.34112, -5.07534], [0.95860, -2.76898, -2.98432], [1.35871, -2.97633, -4.77757], [-1.16635, -3.20078, -3.98612], [-0.86073, -2.19771, -5.50491], [-2.60770, 0.80002, -4.77259], [-1.10494, 0.16456, -5.60091], [-0.41098, 1.60154, -2.90525], [0.29226, 1.67759, -4.59253], [-1.32418, 3.67287, -3.21304], [-2.55850, 2.93779, -4.37703], [0.43133, 3.81906, -5.36293], [-1.19604, 3.71413, -6.32686], [-3.19803, -2.54145, -3.99448], [-3.79016, -0.89789, -4.26423], [-3.35067, -2.70678, -1.89642], [-5.59722, -1.07082, -2.51643], [-5.29266, -2.05194, -0.98422], [-4.43031, 0.99559, -1.15758], [-4.34368, -0.14765, 0.29596], [-6.36756, 1.31248, 0.65078], [-6.93619, -0.42257, 0.38518], [-8.27287, 1.55876, -0.80898], [-7.89567, 0.13939, -1.90326], [-6.40809, 3.73908, -0.72823], [-4.85002, 4.74366, -3.05697], [-4.94405, 2.66228, -5.08437], [-6.48712, 0.42596, -3.93429], [-1.97412, -0.85874, -0.17904], [-0.33887, -0.35938, -1.86131], [4.89421, -7.43803, 3.38766], [5.71947, -7.99802, 4.36035], [6.77819, -7.26346, 4.88240], [7.02247, -5.96888, 4.42385], [6.21086, -5.41712, 3.43235], [5.13840, -6.15071, 2.92305], [6.48914, -4.06292, 2.90159], [5.77781, -3.57804, 2.03711], [7.64903, -3.31019, 3.43000], [7.95829, -2.05682, 2.89945], [9.03816, -1.33671, 3.39880], [9.80727, -1.86080, 4.43540], [9.50599, -3.11133, 4.96294], [8.43178, -3.84276, 4.45440], [8.14137, -5.18824, 4.99879], [8.81607, -5.64934, 5.90249], [4.06252, -8.00877, 2.98728], [5.53572, -9.00753, 4.71332], [7.41456, -7.70308, 5.64370], [4.49540, -5.72194, 2.16130], [7.36139, -1.64097, 2.09384], [9.27989, -0.36460, 2.98119], [10.64540, -1.29530, 4.82951], [10.11175, -3.51642, 5.76713], [-4.52651, 5.57104, 4.86273], [-4.62792, 5.75762, 6.23953], [-4.94335, 4.68521, 7.06646], [-5.17050, 3.42349, 6.51685], [-5.09289, 3.24185, 5.13567], [-4.75885, 4.31666, 4.31024], [-5.37996, 1.91946, 4.53504], [-5.30861, 1.75882, 3.32664], [-5.76326, 0.79736, 5.42123], [-6.09279, -0.43989, 4.86556], [-6.44127, -1.50333, 5.69126], [-6.45304, -1.33827, 7.07445], [-6.13085, -0.10599, 7.63172], [-5.79468, 0.96707, 6.80532], [-5.48808, 2.28434, 7.40717], [-5.50239, 2.43048, 8.61634], [-4.27130, 6.40661, 4.21904], [-4.45875, 6.73978, 6.66860], [-5.01583, 4.83564, 8.13880], [-4.68368, 4.17887, 3.23649], [-6.08269, -0.57643, 3.78881], [-6.70221, -2.46298, 5.25672], [-6.71807, -2.17036, 7.71860], [-6.14651, 0.01784, 8.70978]], "forces_ev_per_angstrom": [[0.4, -0.3, 0.3], [-0.3, 0.6, 0.1], [0.3, -0.9, -0.4], [-0.6, 0.5, 0.9], [1.4, 0.0, -0.4], [-1.3, 1.7, -0.4], [-0.3, -0.6, 0.9], [-0.1, 1.3, 0.5], [0.4, -0.7, -1.1], [-0.5, 0.3, -0.7], [2.1, -0.4, 1.0], [-3.8, -2.0, -1.5], [1.6, 0.7, -0.3], [0.5, 0.5, -0.7], [1.0, 0.0, 0.9], [-1.5, -1.0, 0.0], [4.6, 4.8, 2.1], [-1.5, -2.2, -3.7], [-3.1, -3.1, 1.3], [0.8, -0.8, 0.1], [-1.6, -0.5, 0.3], [0.4, -1.3, 0.6], [-0.3, -0.1, 1.0], [-0.1, -0.5, -0.3], [-0.3, 0.2, 0.1], [0.1, 0.2, 1.4], [-0.8, -0.8, -0.4], [2.5, -1.0, -5.8], [-1.9, -3.1, 0.9], [-1.3, -0.6, 3.3], [2.5, 5.7, 0.2], [-0.8, 0.0, -3.4], [0.4, 0.5, 2.1], [1.0, -1.1, 0.3], [-0.3, 0.1, -1.6], [0.9, 1.1, 0.3], [-0.4, 0.0, 1.5], [-0.9, 1.3, -0.8], [1.4, -0.7, -0.8], [-1.4, 0.6, -0.5], [-1.1, 0.6, 1.1], [-0.6, -1.5, -0.4], [0.0, -1.8, 0.0], [1.3, 0.2, -0.8], [-0.2, -1.4, 1.1], [-1.2, 1.0, 0.0], [0.5, -0.4, 1.3], [1.1, -0.8, -1.0], [-0.7, 0.9, 1.0], [-0.7, 0.2, -1.5], [0.3, -1.0, -1.0], [0.7, -0.7, 1.4], [0.1, 0.8, -1.2], [-0.8, 1.1, 1.3], [0.3, 1.8, -0.5], [-0.1, 0.4, 1.6], [1.2, -0.9, 0.7], [-0.8, 0.3, 1.6], [-0.5, -0.1, -1.4], [-1.5, 0.1, 1.1], [-0.3, -0.8, -1.5], [1.5, 0.4, 0.0], [-1.8, 0.6, 0.2], [0.9, 0.6, 1.1], [1.0, 1.7, 0.2], [1.5, -0.3, 1.3], [0.0, 1.7, 0.1], [1.3, 0.0, 1.3], [0.5, 1.3, -1.0], [-0.9, -1.0, 0.8], [-0.7, 0.4, -1.1], [0.1, -1.4, -1.2], [0.9, 1.2, -0.8], [1.2, -0.8, -0.8], [1.0, 1.3, 0.6], [0.1, -1.1, -1.6], [-1.0, -1.8, 0.2], [-1.0, 0.0, 1.9], [0.1, 1.8, 1.1], [-0.1, -0.2, -1.7], [-0.5, -0.5, -0.6], [0.1, 0.2, 0.0], [0.1, 0.2, 0.0], [-0.2, -0.2, 0.0], [-0.3, -0.3, -0.1], [-0.1, -0.3, 0.1], [-0.1, -0.2, 0.0], [-0.5, 0.3, -0.6], [0.1, -0.1, 0.1], [0.3, 0.3, 0.0], [0.2, 0.2, 0.1], [-0.2, -0.2, 0.0], [-0.1, -0.2, 0.0], [0.1, 0.2, -0.1], [0.2, 0.4, -0.1], [0.6, -0.4, 0.8], [-0.2, 0.1, -0.3], [0.1, 0.1, 0.0], [0.0, 0.1, 0.0], [0.0, 0.2, -0.1], [0.2, 0.1, 0.1], [0.0, -0.2, 0.1], [0.0, -0.1, 0.0], [-0.1, -0.1, 0.0], [-0.2, -0.1, -0.1], [0.0, -0.2, 0.0], [0.0, -0.2, 0.0], [0.1, 0.2, -0.1], [0.1, 0.3, -0.2], [0.1, 0.3, 0.0], [0.0, 0.2, 0.1], [0.1, 0.0, -0.8], [0.0, 0.0, 0.1], [-0.1, -0.3, 0.1], [-0.1, -0.2, 0.1], [0.1, 0.2, -0.1], [0.1, 0.2, 0.0], [-0.1, -0.2, 0.0], [-0.1, -0.4, -0.1], [0.0, 0.2, 1.0], [0.0, -0.1, -0.4], [0.0, -0.1, 0.1], [0.0, -0.1, 0.0], [0.0, -0.2, -0.1], [-0.1, -0.1, 0.2], [0.1, 0.2, 0.1], [0.0, 0.1, 0.0], [0.0, 0.1, -0.1], [0.0, 0.2, -0.2]]}